# C15H25IrN4O8S2

A structure of composition C15H25IrN4O8S2 (ωB97M-V/def2-TZVPD, the OMol25 dataset).

CARTESIAN COORDINATES (ANGSTROEM)
Ir: -0.115 -0.294 0.279
N: 0.705 1.781 3.320
C: 1.336 2.834 2.520
C: 2.463 2.312 1.618
C: 2.104 1.792 0.216
N: 1.771 0.332 0.196
C: 1.014 2.610 -0.463
C: -0.169 2.917 0.458
N: -0.949 1.670 0.757
C: 0.320 3.635 1.711
H: 0.790 0.108 4.183
H: 0.087 1.224 2.740
H: 0.117 2.210 4.029
H: 1.808 3.506 3.239
H: 3.050 1.569 2.163
H: 3.133 3.158 1.443
H: 3.009 1.884 -0.387
H: 2.202 -0.142 0.995
H: 2.166 -0.100 -0.639
H: 0.675 2.115 -1.373
H: 1.448 3.567 -0.763
H: -0.837 3.602 -0.067
H: -1.641 1.594 0.010
H: -1.489 1.765 1.615
H: -0.525 3.903 2.351
H: 0.769 4.575 1.380
O: 0.270 -0.689 4.433
S: -0.455 -1.269 3.160
O: -0.766 -2.612 3.496
O: -1.563 -0.397 2.795
O: 0.593 -1.112 2.074
C: -5.797 -1.050 -0.615
C: -4.417 -1.650 -0.605
C: -3.780 -1.949 0.592
C: -2.516 -2.531 0.607
C: -1.882 -2.797 -0.598
C: -2.507 -2.519 -1.810
C: -3.766 -1.949 -1.804
S: -0.189 -3.318 -0.601
O: 0.010 -4.123 -1.777
O: 0.145 -3.821 0.694
N: 0.584 -1.880 -0.813
C: 0.613 -1.431 -2.214
C: -0.412 -0.348 -2.533
O: -0.757 -0.088 -3.660
O: -0.848 0.317 -1.472
H: -5.983 -0.477 0.293
H: -6.555 -1.833 -0.672
H: -5.936 -0.395 -1.475
H: -4.272 -1.735 1.534
H: -2.041 -2.809 1.538
H: -2.008 -2.747 -2.742
H: -4.251 -1.722 -2.746
H: 0.489 -2.258 -2.909
H: 1.593 -0.995 -2.458

Properties
E   -62811.70405 eV
HOMO   -8.63 eV
Multiplicity   1
ΔE to the lowest compared entry with this formula, charge and spin   143.2 kJ/mol
Gap between HOMO and LUMO   7.95 eV

Here are the natural (NBO) charges for atoms 1 to 5, given in e: Ir 1.276; N -0.877; C -0.054; C -0.421; C -0.059

***

# C5H11NO2

An isolated molecule of C5H11NO2 (ωB97M-V/def2-TZVPD, the OMol25 dataset).

CARTESIAN COORDINATES (ANGSTROEM)
H: 1.441 2.570 2.079
N: 1.424 1.671 1.613
C: 0.375 1.445 0.955
C: -0.709 2.441 0.615
O: 0.092 0.071 0.732
C: -0.124 -0.006 -0.659
C: -0.397 -1.605 -0.919
C: 0.889 -2.386 -0.689
O: -1.405 -1.974 -0.041
H: -1.698 2.002 0.764
H: -0.614 3.311 1.247
H: -0.620 2.748 -0.443
H: 0.727 0.275 -1.287
H: -1.063 0.471 -0.967
H: -0.778 -1.717 -1.940
H: 1.275 -2.186 0.308
H: 0.693 -3.452 -0.786
H: 1.640 -2.093 -1.419
H: -1.148 -1.585 0.837

Properties
Structure (SMILES)   [H]/N=C(\C)OC[C@@H](C)O
E   -10947.35951 eV
HOMO   -9.89 eV
Multiplicity   1
ΔE to the lowest compared entry with this formula, charge and spin   184.0 kJ/mol
Gap between HOMO and LUMO   10.71 eV

Here are the natural (NBO) charges for atoms 1 to 5, given in e: H 0.347; N -0.649; C 0.571; C -0.716; O -0.539

***

# C38H31Cl2N7O3Ti

A structure of composition C38H31Cl2N7O3Ti (ωB97M-V/def2-TZVPD, the OMol25 dataset).

CARTESIAN COORDINATES (ANGSTROEM)
Ti: 1.254 0.411 -1.812
Cl: 6.377 4.265 0.364
C: 5.077 3.703 -0.615
C: 4.620 2.399 -0.445
C: 3.560 1.954 -1.201
N: 3.048 0.613 -1.217
C: 3.941 -0.305 -1.762
O: 5.118 -0.389 -1.527
C: 3.285 -1.086 -2.878
C: 4.061 -1.674 -3.853
C: 3.456 -2.133 -5.012
C: 2.082 -1.985 -5.152
C: 1.363 -1.385 -4.141
N: 1.945 -0.930 -3.022
C: 2.969 2.794 -2.167
C: 3.436 4.074 -2.349
C: 4.494 4.532 -1.568
Cl: 5.056 6.143 -1.802
N: 1.961 2.135 -2.919
C: 0.687 2.277 -2.682
O: -0.059 1.261 -2.999
C: 0.171 3.153 -1.580
C: -0.770 4.157 -1.639
C: -1.122 4.774 -0.448
C: -0.496 4.387 0.725
C: 0.401 3.335 0.684
N: 0.714 2.694 -0.442
H: 5.096 1.743 0.269
H: 5.129 -1.721 -3.696
H: 4.044 -2.573 -5.806
H: 1.577 -2.324 -6.045
H: 0.298 -1.233 -4.237
H: 3.003 4.724 -3.099
H: -1.213 4.445 -2.584
H: -1.880 5.548 -0.433
H: -0.722 4.870 1.663
H: 0.908 2.990 1.579
C: -0.958 -3.110 1.021
C: 0.366 -3.117 0.303
C: 1.486 -2.507 0.858
C: 2.723 -2.563 0.225
C: 2.859 -3.258 -0.968
C: 1.742 -3.840 -1.553
C: 0.503 -3.756 -0.928
H: -1.087 -4.037 1.584
H: -1.790 -3.034 0.319
H: -1.025 -2.282 1.729
H: 1.396 -2.022 1.824
H: 3.589 -2.106 0.689
H: 3.837 -3.370 -1.418
H: 1.840 -4.388 -2.483
H: -0.364 -4.227 -1.381
C: -5.250 -3.893 4.817
C: -4.878 -2.509 4.356
C: -5.802 -1.673 3.742
C: -5.451 -0.394 3.337
C: -4.163 0.079 3.540
N: -3.884 1.423 3.142
C: -2.734 2.012 2.743
O: -2.609 3.206 2.593
N: -1.651 1.106 2.454
C: -1.504 0.594 1.172
C: -2.604 0.396 0.327
C: -2.419 -0.242 -0.883
C: -1.148 -0.624 -1.262
N: -0.067 -0.332 -0.515
C: -0.254 0.234 0.687
C: -3.228 -0.741 4.166
C: -3.589 -2.020 4.557
H: -6.298 -4.110 4.619
H: -5.077 -3.999 5.889
H: -4.639 -4.645 4.315
H: -6.816 -2.022 3.585
H: -6.192 0.247 2.868
H: -4.655 2.069 3.216
H: -0.792 1.384 2.905
H: -3.591 0.719 0.634
H: -3.263 -0.452 -1.525
H: -0.975 -1.201 -2.160
H: 0.641 0.384 1.279
H: -2.234 -0.377 4.374
H: -2.856 -2.647 5.053

Properties
⟨S²⟩   0.76
E   -104639.73758 eV
HOMO (spin up / spin down)   -10.27 / -10.65 eV
Multiplicity   2
ΔE to the lowest compared entry with this formula, charge and spin   216.1 kJ/mol
Gap between HOMO and LUMO (spin up / spin down)   7.18 / 7.30 eV
Total charge   +1

Here are the Mulliken charges for atoms 1 to 5, given in e: Ti -1.252; Cl -0.184; C 0.024; C -0.640; C -0.484

***

# C37H39AsCl5N5O2Pb

A structure of composition C37H39AsCl5N5O2Pb (ωB97M-V/def2-TZVPD, the OMol25 dataset).

CARTESIAN COORDINATES (ANGSTROEM)
Pb: 0.786 -0.391 0.153
C: 0.930 3.373 -1.891
C: 1.324 2.561 -3.130
C: 1.390 1.044 -2.902
N: 2.099 0.744 -1.701
C: 3.377 0.879 -1.554
C: 4.259 1.125 -2.654
C: 5.483 1.734 -2.703
C: 6.197 2.320 -1.655
C: 5.945 2.159 -0.306
C: 5.016 1.345 0.316
C: 3.892 0.649 -0.184
N: 3.183 -0.183 0.544
C: 3.690 -0.708 1.784
C: 3.258 0.102 3.014
C: 1.746 0.028 3.243
N: 0.969 0.674 2.216
C: 0.428 1.850 2.399
C: 0.838 2.695 3.463
C: 0.208 3.729 4.111
C: -1.068 4.235 3.896
C: -1.884 3.934 2.816
C: -1.617 3.163 1.707
C: -0.561 2.278 1.386
N: -0.433 1.700 0.213
C: -1.156 2.143 -0.950
C: -0.565 3.427 -1.564
H: 1.263 4.403 -2.049
H: 1.465 2.983 -1.024
H: 2.322 2.890 -3.432
H: 0.632 2.766 -3.948
H: 1.832 0.560 -3.783
H: 0.379 0.637 -2.788
H: 3.855 0.801 -3.606
H: 5.927 1.834 -3.688
H: 7.053 2.925 -1.918
H: 6.618 2.682 0.364
H: 5.132 1.296 1.390
H: 4.787 -0.776 1.762
H: 3.286 -1.720 1.883
H: 3.565 1.143 2.901
H: 3.759 -0.310 3.892
H: 1.501 0.432 4.231
H: 1.458 -1.027 3.234
H: 1.824 2.460 3.839
H: 0.760 4.165 4.938
H: -1.443 4.952 4.615
H: -2.848 4.428 2.808
H: -2.407 3.189 0.967
H: -2.218 2.337 -0.732
H: -1.122 1.338 -1.690
H: -0.729 4.242 -0.852
H: -1.130 3.661 -2.470
O: 1.964 -1.717 -4.083
N: 1.842 -2.492 -3.172
O: 0.841 -2.740 -2.535
Cl: 1.694 -3.738 0.864
C: 0.287 -3.396 1.807
C: -0.258 -2.124 1.726
C: -1.391 -1.883 2.489
Cl: -2.115 -0.315 2.462
C: -1.986 -2.865 3.282
Cl: -3.412 -2.540 4.192
C: -1.417 -4.134 3.329
Cl: -2.151 -5.370 4.275
C: -0.262 -4.404 2.597
Cl: 0.455 -5.968 2.683
C: -2.537 -2.088 -3.946
As: -1.507 -1.814 -2.274
C: -1.709 -3.646 -1.655
C: -2.899 -0.849 -1.159
C: -4.092 -1.669 -0.902
C: -4.095 -2.629 0.108
C: -5.237 -3.357 0.374
C: -6.393 -3.149 -0.363
C: -6.398 -2.203 -1.374
C: -5.254 -1.475 -1.645
H: -2.573 -1.206 -4.584
H: -3.553 -2.378 -3.678
H: -2.079 -2.900 -4.508
H: -2.758 -3.933 -1.633
H: -1.271 -3.770 -0.668
H: -1.177 -4.288 -2.354
H: -3.147 0.071 -1.690
H: -2.395 -0.595 -0.228
H: -3.198 -2.794 0.691
H: -5.231 -4.081 1.174
H: -7.287 -3.718 -0.152
H: -7.298 -2.017 -1.940
H: -5.257 -0.725 -2.422

Properties
E   -179238.79527 eV
HOMO (spin up / spin down)   -6.91 / -6.84 eV
Multiplicity   1
ΔE to the lowest compared entry with this formula, charge and spin   160.7 kJ/mol
Gap between HOMO and LUMO (spin up / spin down)   4.70 / 4.53 eV

Here are the Mulliken charges for atoms 1 to 5, given in e: Pb 0.723; C -0.463; C -0.913; C -0.430; N 0.423

***

# C4H8N4

An isolated molecule of C4H8N4 (ωB97M-V/def2-TZVPD, the OMol25 dataset).

CARTESIAN COORDINATES (ANGSTROEM)
C: 0.478 -2.135 -0.898
N: -0.620 -2.089 -1.615
N: -1.602 -1.126 -1.530
C: -1.620 0.185 -1.040
C: -0.942 0.840 -0.060
N: 0.112 0.562 0.735
N: 0.522 1.577 1.289
C: 1.717 1.318 2.029
H: 1.119 -3.057 -1.202
H: 0.819 -1.282 -0.248
H: -2.180 -1.230 -2.448
H: -2.275 0.862 -1.747
H: -1.270 1.973 -0.090
H: 1.344 1.120 3.137
H: 2.408 2.194 2.042
H: 1.991 0.290 1.645

Properties
Structure (SMILES)   C=NN/C=C\N=N\C
E   -10233.27350 eV
HOMO   -8.30 eV
Multiplicity   1
ΔE to the lowest compared entry with this formula, charge and spin   479.4 kJ/mol
Gap between HOMO and LUMO   8.52 eV

Here are the natural (NBO) charges for atoms 1 to 5, given in e: C -0.183; N -0.242; N -0.435; C 0.012; C -0.156

***

# C22H61N2O14

A cluster of 8 separate species, C22H61N2O14 in total (ωB97M-V/def2-TZVPD, the OMol25 dataset).

CARTESIAN COORDINATES (ANGSTROEM)
C: -0.262 -1.353 0.258
C: -0.288 -2.454 1.329
O: -0.265 -2.169 2.708
H: -1.116 -0.698 0.431
H: -0.433 -1.685 -0.767
H: 0.587 -0.682 0.387
H: 0.575 -3.030 0.995
H: -1.138 -3.073 1.042
C: 2.912 0.029 -6.752
O: 2.876 1.354 -6.275
C: 3.536 1.472 -5.000
C: 5.061 1.464 -5.160
N: 5.776 2.708 -5.550
C: 5.464 3.187 -6.929
C: 6.043 4.586 -7.195
O: 7.405 4.553 -7.531
C: 7.852 5.815 -8.056
H: 2.541 -0.748 -6.083
H: 3.923 -0.277 -7.019
H: 2.328 0.003 -7.672
H: 3.166 0.684 -4.344
H: 3.375 2.441 -4.528
H: 5.440 0.541 -5.599
H: 5.339 1.444 -4.106
H: 6.754 2.468 -5.478
H: 4.396 3.138 -7.144
H: 5.870 2.449 -7.621
H: 5.932 5.133 -6.259
H: 5.509 5.077 -8.008
H: 7.623 6.037 -9.098
H: 8.932 5.807 -7.910
H: 7.474 6.607 -7.410
C: -5.510 -2.392 4.937
C: -5.031 -3.848 4.837
O: -3.756 -4.042 5.434
O: -4.585 -1.499 4.247
H: -5.570 -2.213 6.010
H: -6.532 -2.247 4.587
H: -4.922 -4.097 3.782
H: -5.786 -4.505 5.269
H: -3.159 -3.546 4.869
H: -3.691 -1.842 4.183
C: -3.251 4.615 1.776
C: -3.505 4.484 3.314
O: -2.334 4.861 4.012
O: -2.845 5.974 1.465
H: -4.160 4.264 1.289
H: -2.475 3.911 1.475
H: -3.817 3.482 3.609
H: -4.331 5.171 3.501
H: -1.720 4.127 3.937
H: -1.893 6.000 1.585
C: 0.868 -8.609 5.212
C: 1.404 -7.965 3.959
O: 2.542 -8.710 3.437
O: 1.630 -8.242 6.362
H: 0.742 -9.688 5.132
H: -0.153 -8.328 5.471
H: 1.803 -6.983 4.211
H: 0.608 -7.834 3.226
H: 3.033 -8.987 4.214
H: 1.205 -8.665 7.111
C: 2.453 1.241 5.025
C: 3.531 0.477 4.228
O: 3.472 -0.949 4.419
O: 1.220 1.396 4.326
H: 2.799 2.244 5.272
H: 2.346 0.786 6.009
H: 4.541 0.708 4.568
H: 3.505 0.747 3.173
H: 2.574 -1.137 4.135
H: 0.950 0.510 4.073
C: 3.304 4.876 0.359
C: 3.376 6.383 0.480
O: 2.212 6.930 1.104
O: 4.538 4.410 -0.059
H: 2.486 4.609 -0.310
H: 3.138 4.427 1.338
H: 3.451 6.812 -0.519
H: 4.304 6.761 0.908
H: 2.450 7.525 1.819
H: 4.612 4.359 -1.015
C: -5.583 -3.454 -2.021
C: -6.856 -3.449 -1.197
C: -8.034 -2.602 -1.736
O: -7.831 -1.179 -1.728
C: -7.535 -0.538 -0.446
N: -7.203 -4.790 -0.881
H: -5.746 -3.602 -3.089
H: -4.925 -4.294 -1.802
H: -5.100 -2.480 -1.937
H: -6.507 -3.021 -0.257
H: -8.909 -2.848 -1.135
H: -8.392 -2.821 -2.742
H: -8.392 -0.726 0.199
H: -7.556 0.531 -0.658
H: -6.648 -0.740 0.154
H: -6.456 -5.328 -0.467
H: -7.581 -5.248 -1.698

Properties
E   -55440.97047 eV
HOMO   -3.09 eV
Multiplicity   1
Gap between HOMO and LUMO   5.08 eV
Total charge   -1

Here are the Mulliken charges for atoms 1 to 5, given in e: C -0.964; C -0.319; O -0.867; H 0.227; H 0.330

***

# C61H46FeNO3P3SSi

A structure of composition C61H46FeNO3P3SSi (ωB97M-V/def2-TZVPD, the OMol25 dataset).

CARTESIAN COORDINATES (ANGSTROEM)
Fe: -0.736 0.513 0.269
C: -6.758 -0.638 -0.704
C: -6.232 -0.774 -1.986
C: -4.867 -0.650 -2.199
C: -3.995 -0.425 -1.128
C: -4.543 -0.248 0.139
C: -5.914 -0.355 0.356
P: -2.190 -0.242 -1.443
C: -2.356 1.002 -2.786
C: -2.528 2.334 -2.409
C: -2.650 3.331 -3.366
C: -2.609 3.001 -4.718
C: -2.459 1.676 -5.100
C: -2.336 0.679 -4.135
C: -1.547 -1.855 -2.076
C: -2.359 -2.764 -2.746
C: -1.872 -4.013 -3.120
C: -0.575 -4.372 -2.797
C: 0.238 -3.484 -2.102
C: -0.218 -2.217 -1.731
Si: 0.828 -0.909 -0.828
C: 2.590 -0.221 -0.593
C: 3.745 -0.627 -1.278
C: 4.946 0.050 -1.141
C: 5.043 1.157 -0.304
C: 3.933 1.563 0.413
C: 2.709 0.902 0.259
P: 1.290 1.296 1.342
C: 0.852 3.060 1.456
C: -0.364 3.362 2.059
C: -0.794 4.685 2.171
C: -0.007 5.710 1.673
C: 1.208 5.411 1.061
C: 1.634 4.096 0.951
C: 2.087 1.001 2.982
C: 2.671 -0.248 3.233
C: 3.347 -0.490 4.419
C: 3.467 0.517 5.374
C: 2.908 1.761 5.129
C: 2.222 2.004 3.938
C: 0.862 -1.943 0.905
C: 1.911 -2.888 0.903
C: 2.144 -3.750 1.965
C: 1.317 -3.715 3.084
C: 0.267 -2.817 3.117
C: 0.045 -1.930 2.056
P: -1.425 -0.829 2.142
C: -2.685 -2.182 2.184
C: -3.625 -2.360 3.189
C: -4.569 -3.387 3.100
C: -4.571 -4.243 2.010
C: -3.614 -4.085 1.011
C: -2.679 -3.066 1.104
C: -1.556 -0.057 3.796
C: -0.553 -0.046 4.755
C: -0.701 0.691 5.931
C: -1.857 1.421 6.160
C: -2.870 1.421 5.206
C: -2.713 0.695 4.032
H: -7.825 -0.731 -0.541
H: -6.890 -0.961 -2.826
H: -4.483 -0.703 -3.211
H: -3.905 -0.004 0.968
H: -6.313 -0.216 1.355
H: -2.549 2.613 -1.361
H: -2.759 4.366 -3.058
H: -2.684 3.779 -5.470
H: -2.422 1.410 -6.150
H: -2.186 -0.347 -4.440
H: -3.384 -2.514 -2.984
H: -2.513 -4.700 -3.660
H: -0.194 -5.345 -3.082
H: 1.251 -3.788 -1.855
H: 3.699 -1.475 -1.951
H: 5.815 -0.290 -1.695
H: 5.982 1.687 -0.200
H: 4.025 2.383 1.119
H: -0.980 2.576 2.479
H: -1.742 4.905 2.646
H: -0.333 6.741 1.760
H: 1.820 6.208 0.656
H: 2.561 3.876 0.434
H: 2.609 -1.036 2.497
H: 3.785 -1.466 4.595
H: 4.007 0.334 6.296
H: 3.003 2.555 5.862
H: 1.775 2.977 3.777
H: 2.592 -2.935 0.050
H: 2.972 -4.449 1.923
H: 1.484 -4.388 3.916
H: -0.398 -2.810 3.975
H: -3.636 -1.709 4.055
H: -5.298 -3.514 3.894
H: -5.308 -5.036 1.940
H: -3.590 -4.754 0.157
H: -1.932 -2.971 0.321
H: 0.350 -0.614 4.604
H: 0.101 0.691 6.661
H: -1.972 1.988 7.077
H: -3.775 1.994 5.370
H: -3.498 0.733 3.280
O: 0.085 2.076 -0.962
C: 0.609 1.660 -2.072
N: 0.552 0.266 -2.345
S: 1.300 -0.100 -3.795
O: 0.379 -0.490 -4.830
O: 2.367 -1.050 -3.533
C: 1.845 1.525 -4.048
C: 2.665 1.983 -5.068
C: 2.971 3.334 -5.105
C: 2.444 4.207 -4.119
C: 1.638 3.760 -3.099
C: 1.327 2.376 -3.032
H: 3.053 1.304 -5.821
H: 3.603 3.723 -5.893
H: 2.692 5.261 -4.171
H: 1.243 4.436 -2.347

Properties
⟨S²⟩   6.12
E   -152602.72808 eV
HOMO (spin up / spin down)   -4.74 / -8.12 eV
Multiplicity   5
ΔE to the lowest compared entry with this formula, charge and spin   0.0 kJ/mol
Gap between HOMO and LUMO (spin up / spin down)   4.27 / 7.94 eV

Here are the Mulliken charges for atoms 1 to 5, given in e: Fe -0.215; C -0.682; C -0.952; C -0.385; C 1.155

***

# C2H4FN3

An isolated molecule of C2H4FN3 (ωB97M-V/def2-TZVPD, the OMol25 dataset).

CARTESIAN COORDINATES (ANGSTROEM)
C: 1.556 0.326 -0.623
C: -1.593 -0.089 1.338
N: -0.571 -0.420 0.670
N: -0.599 -0.413 -0.718
N: 0.532 -0.067 -1.264
F: -1.478 -0.409 2.578
H: 1.778 0.115 0.484
H: 2.421 0.723 -1.192
H: -2.461 0.325 1.066
H: 0.414 -0.091 -2.340

Properties
E   -9322.37322 eV
HOMO   -7.47 eV
Multiplicity   1
ΔE to the lowest compared entry with this formula, charge and spin   346.7 kJ/mol
Gap between HOMO and LUMO   8.26 eV

Here are the natural (NBO) charges for atoms 1 to 5, given in e: C -0.296; C 0.461; N -0.363; N -0.274; N -0.227